ORCA calculation (ωB97M-V/def2-TZVPD) on C2H2Br2O3 as an isolated structure.

Properties
E = -148330.746 eV
Kohn-Sham gap = 0.3607 Eh
charge = 0
strongest force on any atom = 4.5 eV/Å

Each line ends with the Löwdin charge.
Atoms and positions in Å:
C  0.03312  0.01620  0.56715  -0.708
C  -0.14246  -0.42592  -1.21998  -0.664
O  -0.60046  -0.97677  -0.04712  0.046
O  0.77200  0.37990  -0.53375  0.021
O  0.74049  -0.41009  1.67276  -0.471
Br  -1.57512  0.60222  -2.11893  0.704
Br  1.13116  1.04913  2.72275  0.847
H  -0.55815  0.93195  0.79820  0.131
H  0.19943  -1.16664  -1.84109  0.093

Forces on atoms 1 to 2 (eV/Å):
C 0.1 3.2 3.2
C -0.7 1.2 0.4

ORCA calculation (ωB97M-V/def2-TZVPD) on one molecule with the formula C5H10O2.

Properties
E = -9440.486 eV
Kohn-Sham gap = 0.3828 Eh
charge = 0
strongest force on any atom = 0.9 eV/Å
SMILES = COC[C@@H](C)C=O

Each line ends with the Löwdin charge.
Atoms and positions in Å:
C  2.07661  0.14570  0.93083  -0.078
O  1.50080  -0.14207  -0.36500  -0.226
C  0.34984  -0.98232  -0.57300  -0.143
C  -0.82814  -0.00237  -0.79432  -0.291
C  -2.13554  -0.29359  -0.05977  -0.065
C  -0.17699  1.25792  -0.23130  -0.266
O  -0.18583  1.49964  0.95650  0.024
H  1.42220  0.25325  1.81184  0.090
H  2.56968  1.12004  0.81247  0.099
H  2.81248  -0.62712  1.13006  0.082
H  0.17357  -1.66547  0.26629  0.130
H  0.54909  -1.59291  -1.46624  0.126
H  -1.02248  0.13430  -1.86752  0.138
H  -2.76467  0.60448  -0.06015  0.084
H  -2.71064  -1.10256  -0.52147  0.078
H  -1.93610  -0.54587  0.98486  0.081
H  0.30610  1.93896  -0.95406  0.138

Forces on atoms 1 to 2 (eV/Å):
C 0.2 -0.3 -0.2
O 0.4 -0.2 0.2

ORCA calculation (ωB97M-V/def2-TZVPD) on C39H53Cl3N2O6SSeTl as an isolated structure.

Properties
E = -175010.288 eV
Kohn-Sham gap = 0.2358 Eh
charge = -1
strongest force on any atom = 5.9 eV/Å

Each line ends with the Löwdin charge.
Atoms and positions in Å:
Tl  1.87077  -0.78698  -2.44155  0.868
C  -4.90247  2.68461  -1.66824  -0.049
C  -5.09392  1.39888  -0.85129  -0.556
C  -5.35138  1.78127  0.61052  -0.054
C  -6.34444  0.68727  -1.37090  -0.071
C  -3.83665  0.53040  -0.98464  -0.190
C  -2.60603  0.99915  -0.56145  -0.103
C  -1.43693  0.26950  -0.77657  -0.426
Se  0.21099  1.16087  -0.49752  1.140
C  0.89603  0.41149  1.27604  -0.554
C  -0.21293  0.69742  2.20728  -0.061
C  -1.00163  -0.27833  2.66664  -0.155
C  -0.65012  -1.66478  2.37608  0.056
C  0.38580  -2.09173  1.63021  -0.078
C  1.25885  -1.06219  1.05719  -0.345
O  2.30860  -1.31811  0.48819  -0.017
C  0.75046  -3.57995  1.54794  -0.514
C  1.63831  -3.91580  2.75679  -0.035
C  -0.51470  -4.45063  1.60018  -0.045
C  1.51558  -3.94558  0.26826  -0.046
C  -2.25413  -0.04819  3.49821  -0.547
C  -2.60157  1.43508  3.60198  -0.048
C  -3.42427  -0.78226  2.82956  -0.033
C  -2.03644  -0.60456  4.91128  -0.039
C  -1.42842  -1.00962  -1.41142  -0.411
O  -0.32971  -1.66847  -1.57567  -0.344
C  -2.70576  -1.46981  -1.88972  -0.081
C  -3.83341  -0.70288  -1.64811  0.017
C  -2.79629  -2.73393  -2.75322  -0.535
C  -2.35569  -3.97747  -1.97382  -0.048
C  -4.22057  -2.99916  -3.24785  -0.078
C  -1.89829  -2.55626  -3.98778  -0.041
H  -5.79217  3.31735  -1.60435  0.080
H  -4.72109  2.44682  -2.71828  0.090
H  -4.04991  3.26137  -1.30493  0.079
H  -6.20960  2.45526  0.68132  0.082
H  -4.49039  2.28788  1.05132  0.066
H  -5.56424  0.89591  1.20938  0.078
H  -7.21484  1.33307  -1.23417  0.082
H  -6.52887  -0.24444  -0.83153  0.087
H  -6.26533  0.45764  -2.43521  0.084
H  -2.51788  1.97541  -0.09561  0.097
H  -0.40810  1.74463  2.38943  0.115
H  -1.27804  -2.41311  2.84093  0.101
H  1.10847  -3.73159  3.69451  0.085
H  2.54641  -3.30840  2.75170  0.080
H  1.93466  -4.96747  2.72707  0.086
H  -1.00818  -4.41980  2.57299  0.075
H  -0.24397  -5.49225  1.41669  0.086
H  -1.22791  -4.14245  0.83893  0.078
H  2.52463  -3.54343  0.27126  0.076
H  1.00065  -3.56883  -0.61291  0.068
H  1.57805  -5.03502  0.20372  0.085
H  -2.77895  1.86818  2.61525  0.073
H  -1.80745  2.00308  4.09128  0.083
H  -3.51050  1.55759  4.19406  0.089
H  -3.50564  -0.49647  1.78078  0.078
H  -4.36041  -0.53312  3.33530  0.087
H  -3.30393  -1.86629  2.87303  0.080
H  -1.22802  -0.07155  5.41673  0.087
H  -1.78108  -1.66604  4.89288  0.078
H  -2.94686  -0.49156  5.50448  0.086
H  -4.77626  -1.06888  -2.02670  0.077
H  -3.03479  -4.16057  -1.13826  0.084
H  -1.34971  -3.85403  -1.59012  0.059
H  -2.37982  -4.85677  -2.62493  0.083
H  -4.91627  -3.16294  -2.42119  0.084
H  -4.21837  -3.90173  -3.86282  0.082
H  -4.59891  -2.17883  -3.86219  0.085
H  -0.86130  -2.40596  -3.69258  0.060
H  -2.22418  -1.69437  -4.57510  0.092
H  -1.95658  -3.44458  -4.62279  0.082
C  1.99673  2.21328  3.68477  -0.040
C  2.64831  1.18480  2.77314  -0.375
C  2.68514  -0.19847  3.39742  -0.023
O  2.04322  1.20014  1.45376  -0.149
H  2.64975  2.40399  4.53840  0.084
H  1.03536  1.86505  4.06567  0.065
H  1.84908  3.15184  3.15018  0.091
H  3.67005  1.50102  2.56817  0.146
H  1.67622  -0.58491  3.57193  0.085
H  3.18662  -0.13310  4.36422  0.094
H  3.23384  -0.90147  2.77289  0.082
N  4.17975  0.46402  -1.14860  0.030
C  5.16168  1.40801  -1.56042  -0.327
C  6.13705  1.06980  -2.49524  -0.035
C  6.99134  2.04002  -2.99437  -0.076
C  6.89779  3.36033  -2.56668  -0.352
C  5.96377  3.69096  -1.59766  -0.288
C  5.09138  2.72323  -1.10764  -0.103
S  7.86998  4.63546  -3.37637  0.407
O  7.58954  5.84691  -2.61740  -0.350
O  7.33446  4.64796  -4.73359  -0.572
O  9.24547  4.16977  -3.29018  -0.348
H  3.53698  0.83868  -0.46268  0.039
H  4.53072  -0.41539  -0.79381  0.078
H  6.18667  0.05078  -2.86473  0.107
H  7.72360  1.78906  -3.75148  0.118
H  5.90215  4.72269  -1.27429  0.006
H  4.32131  2.99634  -0.39327  0.104
Cl  5.32218  4.25224  -4.49691  0.881
C  3.86115  4.50917  -3.57151  -1.448
Cl  4.24858  5.16638  -1.97571  0.796
Cl  2.73047  5.59489  -4.43324  0.588
C  3.19319  3.22621  -3.37723  -0.358
N  2.67348  2.21738  -3.24345  0.177

Forces on atoms 1 to 2 (eV/Å):
Tl 0.0 0.1 0.0
C 0.0 0.0 0.0

ORCA calculation (ωB97M-V/def2-TZVPD) on a 2-piece molecular cluster, C5H15N2 overall.

Properties
E = -8398.470 eV
Kohn-Sham gap = 0.4187 Eh
charge = +1
strongest force on any atom = 5.6 eV/Å

Each line ends with the Löwdin charge.
Atoms and positions in Å:
C  1.53118  0.88185  0.79861  0.060
C  -1.61706  0.04682  0.82934  -0.040
C  -0.65562  -1.82986  -0.46639  0.039
C  0.34140  -1.21910  1.75940  0.003
C  0.56309  0.47178  -0.02556  -0.096
N  0.66496  1.81407  -3.08202  -0.048
N  -0.36408  -0.61982  0.47623  -0.313
H  1.53250  2.59493  -2.61661  0.160
H  1.94821  1.87751  0.71371  0.088
H  1.61219  0.44739  1.80482  0.061
H  -2.29381  -0.51930  1.37998  0.086
H  -1.46436  1.10480  1.22600  0.144
H  -2.13751  0.30518  -0.11198  0.120
H  -0.56223  -1.46675  -1.53746  0.129
H  -0.10371  -2.75497  -0.18452  0.099
H  -1.69532  -2.17655  -0.17996  0.119
H  -0.00636  -0.73627  2.74170  0.151
H  0.43836  -2.30141  1.62733  0.093
H  1.43289  -1.09488  1.63800  0.080
H  0.33974  0.94796  -0.99561  0.084
H  1.13782  1.43722  -3.95256  0.034
H  0.09975  2.45787  -3.53263  -0.053

Forces on atoms 1 to 2 (eV/Å):
C -1.5 0.9 0.6
C -0.4 3.6 -1.8

ORCA calculation (ωB97M-V/def2-TZVPD) on one molecule with the formula C4H6O2.

Properties
E = -8338.439 eV
Kohn-Sham gap = 0.4044 Eh
charge = 0
strongest force on any atom = 0.7 eV/Å
SMILES = O=CC[C@H]1CO1

Each line ends with the Löwdin charge.
Atoms and positions in Å:
O  1.55665  1.14798  1.10807  0.057
C  1.71192  0.37495  0.19489  -0.252
C  0.66444  -0.51784  -0.45977  -0.109
C  -0.69377  -0.62007  0.18866  -0.297
C  -1.54534  0.56921  0.23264  -0.120
O  -1.83807  -0.49444  -0.66247  -0.042
H  2.70812  0.29666  -0.29703  0.120
H  1.13650  -1.49543  -0.62912  0.121
H  0.51220  -0.08441  -1.45619  0.134
H  -0.79011  -1.39148  0.96504  0.151
H  -2.22396  0.73208  1.07010  0.116
H  -1.19856  1.48278  -0.25482  0.120

Forces on atoms 1 to 2 (eV/Å):
O -0.2 -0.5 -0.4
C -0.1 0.2 0.1

ORCA calculation (ωB97M-V/def2-TZVPD) on C4H4N2O as an isolated structure.

Properties
E = -9235.851 eV
Kohn-Sham gap (alpha / beta) = 0.3187 / 0.3188 Eh
charge = 0
strongest force on any atom = 2.5 eV/Å

Each line ends with the Löwdin charge.
Atoms and positions in Å:
N  -0.27202  2.68587  -0.82677  0.154
C  -0.08605  1.54307  -0.88340  -0.186
C  0.04707  0.09178  -0.85935  -0.242
O  1.17135  -0.42396  -0.32389  -0.111
C  1.00267  -0.89635  1.13843  -0.064
C  -0.44712  -0.82465  1.43640  -0.327
N  -0.89723  -1.16394  2.46684  0.218
H  -0.40259  -0.44154  -1.70394  0.129
H  -0.94070  -0.27701  0.27766  0.165
H  1.35377  -1.93353  1.21320  0.132
H  1.55700  -0.23542  1.81815  0.134

Forces on atoms 1 to 2 (eV/Å):
N 0.3 -1.1 -0.1
C -0.2 0.8 0.1